1.
The following is a quantum chemistry calculation of a 4-piece molecular cluster, C42H62I2NO10 overall, from the Open Molecules 2025 dataset.

## Properties
energy relative to the best compared isomer or geometry (same formula, charge and spin): 2026.2 kJ/mol
HOMO energy: -11.287 eV
HOMO-LUMO gap: 7.37 eV
LUMO level: -3.9163 eV
molar mass: 994.76 g mol⁻¹

ORCA input file:
```
! wB97M-V def2-TZVPD RIJCOSX def2/J DEFGRID3
* xyz 1 1
C -1.4721 7.1224 5.3152
C -2.1982 5.6509 5.2254
C -1.1350 4.3811 5.4588
C -1.5979 3.2153 4.3991
C -0.7186 1.8006 4.5515
N -0.6033 1.1244 3.1788
C -1.4874 -0.0775 2.7841
C -2.5970 -0.7681 3.8034
C -4.0187 0.0557 3.6434
C -1.3962 -0.7825 1.2703
C -2.3727 -2.0506 0.8054
I -1.9511 -4.1674 1.1971
C -3.6274 -1.6327 0.0620
C -4.7448 -2.6704 -0.5400
I -3.9924 0.5355 -0.2905
C -0.3226 -0.2238 0.1622
C -0.2709 -0.9362 -1.3133
C 0.8719 -2.1501 -1.3878
C 1.6195 -2.1042 -2.8529
C 3.0865 -1.3725 -2.8294
O 4.1528 -2.1047 -3.5476
C 5.4674 -1.4623 -3.2809
C 0.6100 1.0697 0.6349
C 1.6967 1.6373 -0.4695
C 1.0474 3.0670 -1.0443
C 3.2253 1.8067 0.1079
C 4.2384 1.9889 -1.2072
C 0.3964 1.7041 2.1557
C 1.2935 3.0366 2.6209
C 2.6629 2.8149 3.5540
C 3.5804 4.0736 4.0992
C 3.0969 5.5919 3.7088
C 1.7707 5.8128 2.7705
C 0.8426 4.5705 2.2187
H -0.3025 7.0053 5.2976
H -1.8755 7.6695 6.2826
H -1.7779 7.7667 4.3586
H -2.5802 5.5431 4.1004
H -3.1504 5.5678 5.9140
H -0.0150 4.7167 5.3472
H -1.2617 3.9692 6.5508
H -1.5606 3.6545 3.3113
H -2.7345 2.9452 4.6063
H 0.3496 2.0173 5.0390
H -1.3011 1.1617 5.3422
H -2.2391 -0.7650 4.9417
H -2.8098 -1.9082 3.5563
H -4.4063 0.5380 4.6492
H -4.8265 -0.7041 3.2146
H -3.8391 0.8592 2.7872
H -5.3640 -2.0644 -1.3611
H -5.5114 -2.9714 0.2950
H -4.3081 -3.6172 -1.0753
H 0.0554 -0.1651 -2.1629
H -1.3187 -1.3632 -1.6834
H 0.3460 -3.2123 -1.2777
H 1.6608 -1.9981 -0.5249
H 1.7352 -3.2341 -3.2062
H 0.9753 -1.5519 -3.6921
H 2.9732 -0.3156 -3.3307
H 3.4707 -1.2071 -1.7225
H 5.9836 -1.9388 -2.3354
H 5.3712 -0.2926 -3.1109
H 6.2023 -1.5794 -4.2128
H 1.7853 0.9451 -1.4360
H 0.1092 3.4018 -0.4085
H 0.6189 2.8442 -2.1362
H 1.8578 3.9016 -1.1739
H 3.3272 2.8334 0.7078
H 3.5832 0.9451 0.8167
H 5.3617 2.1321 -0.9029
H 3.8488 2.8933 -1.8802
H 4.1567 1.0265 -1.8681
H 2.9502 1.6897 3.8267
H 4.5285 3.8916 4.7835
H 3.7423 6.5010 4.1322
H 1.4103 6.9056 2.4921
H -0.1244 4.7738 1.5492
C 3.8397 -0.9280 -6.2248
C 3.4862 0.2054 -7.1664
C 4.6526 0.7343 -7.9463
O 4.2405 2.0610 -8.2379
C 3.3987 2.4315 -7.2225
O 3.0008 3.5669 -7.0351
O 3.0681 1.3548 -6.4474
H 3.0553 -1.0639 -5.4730
H 3.9701 -1.8659 -6.7737
H 4.7658 -0.7192 -5.6785
H 2.6603 -0.0951 -7.8227
H 4.8338 0.1727 -8.8665
H 5.5802 0.7839 -7.3676
C -9.1201 -2.4162 -4.3008
C -7.8925 -3.2902 -4.1404
C -8.0560 -4.6751 -4.6916
O -7.1141 -5.4136 -3.9284
C -7.0042 -4.7657 -2.7263
O -6.4322 -5.2148 -1.7497
O -7.6252 -3.5485 -2.7713
H -9.0705 -1.5541 -3.6276
H -9.2119 -2.0564 -5.3304
H -10.0349 -2.9620 -4.0458
H -7.0144 -2.7855 -4.5614
H -7.8236 -4.7343 -5.7581
H -9.0482 -5.1022 -4.5161
C 1.6563 -3.7523 3.1757
C 2.8839 -4.6263 3.3360
C 2.7205 -6.0112 2.7848
O 3.6624 -6.7497 3.5480
C 3.7723 -6.1018 4.7502
O 4.3442 -6.5509 5.7268
O 3.1512 -4.8845 4.7052
H 1.7059 -2.8902 3.8489
H 1.5645 -3.3925 2.1460
H 0.7415 -4.2980 3.4306
H 3.7621 -4.1215 2.9150
H 2.9528 -6.0704 1.7183
H 1.7282 -6.4383 2.9603
*
```



2.
The following is a quantum chemistry calculation of C11H23BiClINO2P as an isolated structure, from the Open Molecules 2025 dataset.

## Properties
energy relative to the best compared isomer or geometry (same formula, charge and spin): 0.0 kJ/mol
HOMO energy (spin up / spin down): -15.999 / -15.999 eV
HOMO-LUMO gap (spin up / spin down): 5.92 / 5.92 eV
LUMO level (spin up / spin down): -10.0758 / -10.0774 eV
molar mass: 603.62 g mol⁻¹

ORCA input file:
```
! wB97M-V def2-TZVPD RIJCOSX def2/J DEFGRID3
* xyz 2 1
C -1.0112 -1.3060 -2.1704
I 2.3081 -0.8965 1.9655
H -0.6477 -0.6896 -3.0019
H -1.9401 -0.9012 -1.7522
H -1.0861 -2.3642 -2.4356
Bi 0.7553 -0.8780 -0.7090
P 1.8308 -3.2730 -1.2555
C 1.1913 -4.6548 -0.2749
C 1.5745 -3.4811 -3.0313
H 3.8173 -1.9036 -1.1594
H 4.1053 -3.6685 -1.5252
H 3.7431 -3.0923 0.1941
C 3.5659 -2.9466 -0.8869
H 1.7888 -2.5234 -3.5541
H 2.3207 -4.2608 -3.2817
H 1.8061 -5.5074 -0.6317
H 0.1123 -4.8052 -0.4893
H 0.5291 -3.8019 -3.2253
H 1.3537 -4.4486 0.8039
C -0.9194 -2.4355 0.9388
O -1.6775 -2.9323 1.6371
Cl 2.1627 0.5493 -2.3168
O -0.6479 0.6101 0.1902
C -1.0540 1.7946 0.4742
C -2.3306 1.8761 1.2143
C -2.1207 2.4964 2.5921
C -1.9277 4.0138 2.5065
C -0.6763 4.5247 1.7767
C -0.6190 4.2103 0.2850
N -0.2931 2.8118 0.0759
H -3.0614 2.4256 0.5970
H -2.6487 0.8307 1.3370
H -3.0210 2.2802 3.1974
H -1.2690 2.0187 3.1078
H -2.8174 4.4442 2.0225
H -1.8814 4.3924 3.5401
H -0.6572 5.6229 1.8571
H 0.2304 4.1439 2.2723
H -1.5840 4.4032 -0.1919
H 0.1821 4.8009 -0.2139
H 0.5139 2.5207 -0.4782
*
```



3.
The following is a quantum chemistry calculation of C26H32FIrN6O as an isolated structure, from the Open Molecules 2025 dataset.

## Properties
energy relative to the best compared isomer or geometry (same formula, charge and spin): 63.1 kJ/mol
HOMO energy: -13.186 eV
HOMO-LUMO gap: 6.54 eV
LUMO level: -6.6462 eV
molar mass: 655.80 g mol⁻¹

ORCA input file:
```
! wB97M-V def2-TZVPD RIJCOSX def2/J DEFGRID3
* xyz 2 1
Ir 0.0102 0.3703 0.2029
C -3.0103 -2.3123 1.4709
C -1.9645 -1.5024 0.7794
N -1.4604 -0.4201 1.2798
C -1.6639 0.1290 2.6165
C -1.2234 1.5832 2.6159
N -0.0064 1.8673 1.7808
C 1.2534 2.0579 2.5450
C 1.9705 0.7571 2.8323
N 2.2706 0.0310 1.6049
C 3.3393 0.5989 0.7654
C 2.8913 1.1151 -0.6197
N 1.7340 0.3353 -1.0018
C 1.7352 -0.5850 -1.8973
C 2.8837 -0.8776 -2.8091
C 0.5221 -1.4790 -1.8972
C 0.2208 -2.5528 -2.7114
C -0.8923 -3.3314 -2.3903
C -1.6602 -3.0646 -1.2689
C -1.3271 -1.9659 -0.4854
N -0.2734 -1.2270 -0.8539
H -2.8020 -2.3893 2.5381
H -3.0870 -3.3147 1.0614
H -3.9803 -1.8265 1.3468
H -1.0572 -0.4684 3.3046
H -2.7000 0.0692 2.9526
H -1.0831 1.9287 3.6412
H -2.0294 2.1746 2.1910
H -0.2106 2.7655 1.3496
H 1.0707 2.5955 3.4775
H 1.8923 2.6973 1.9323
H 1.3824 0.1123 3.4880
H 2.8895 1.0125 3.3743
H 2.3935 -0.9574 1.7647
H 4.1257 -0.1446 0.6344
H 3.7956 1.4315 1.3062
H 3.7121 1.0187 -1.3309
H 2.6019 2.1650 -0.5860
H 3.1905 0.0155 -3.3537
H 2.6285 -1.6423 -3.5357
H 3.7425 -1.2340 -2.2366
H 0.8197 -2.8011 -3.5755
H -1.1526 -4.1688 -3.0229
H -2.5076 -3.6892 -1.0294
F -2.8704 4.1961 -3.6621
C -2.2608 3.3388 -2.8324
C -2.6475 3.2959 -1.5084
C -2.0286 2.3786 -0.6698
C -1.0069 1.5468 -1.1223
C -0.6733 1.5898 -2.4705
C -1.2944 2.4920 -3.3297
H -3.4323 3.9495 -1.1509
H -2.3846 2.3005 0.3460
H 0.0851 0.9529 -2.9025
H -1.0257 2.5362 -4.3771
O -3.2096 -0.5834 -1.4696
N -4.1836 0.2045 -1.8332
C -5.0536 0.6871 -0.9227
C -6.0892 1.5162 -1.2938
C -6.2484 1.8658 -2.6263
C -5.3524 1.3532 -3.5499
C -4.3317 0.5254 -3.1333
H -4.8743 0.3601 0.0896
H -6.7697 1.8743 -0.5343
H -7.0565 2.5119 -2.9377
H -5.4352 1.5884 -4.6014
H -3.5989 0.0856 -3.7907
*
```